Here is CH3FO2S as an isolated structure from the Open Molecules 2025 dataset. Energies are from ωB97M-V with the def2-TZVPD basis set.

Values from the calculation:
Highest occupied orbital energy (eV): -10.98
Charge: 0
Energy above the lowest of the compared OMol25 structures with the same formula, charge and spin (kJ/mol): 151.84
Max |F| (eV/Å): 6.6
E_LUMO (eV): -0.814

Each line ends with the natural charge from an NBO analysis.
CARTESIAN COORDINATES (ANGSTROEM)
S (-1.032771, -0.198131, -0.133246)  2.145
F (-1.234392, 1.470453, -0.123694)  -0.523
O (-1.288224, -0.595093, 1.188219)  -0.891
O (-1.712978, -0.656634, -1.358373)  -0.850
C (1.260024, 0.003823, 0.034415)  -0.531
H (1.243810, 0.984884, -0.090012)  0.201
H (1.700227, -0.721335, -0.607750)  0.221
H (1.064303, -0.287970, 1.090439)  0.229

Forces on atoms 1 to 6 (eV/Å):
S 2.62 1.91 -3.71
F -0.02 -1.71 -0.10
O -1.29 -0.80 1.21
O 1.29 0.81 2.94
C -4.50 -4.40 1.97
H 0.60 4.19 -1.00


Here is an isolated molecule of CH3FO2S from the Open Molecules 2025 dataset. Energies are from ωB97M-V with the def2-TZVPD basis set.

Values from the calculation:
Highest occupied orbital energy (eV): -10.65
Charge: 0
Energy above the lowest of the compared OMol25 structures with the same formula, charge and spin (kJ/mol): 154.53
Max |F| (eV/Å): 4.0
SMILES: O=[SH](=O)CF
E_LUMO (eV): 0.701

Each line ends with the natural charge from an NBO analysis.
CARTESIAN COORDINATES (ANGSTROEM)
S (0.975830, 0.007630, -0.182781)  1.905
F (-1.599534, -0.649099, -0.646669)  -0.335
O (1.601429, -1.192931, 0.333975)  -0.912
O (1.580762, 1.266871, 0.052404)  -0.927
C (-1.027167, 0.072709, 0.332463)  -0.096
H (-1.064450, 1.149717, 0.390389)  0.194
H (-1.213352, -0.556433, 1.173162)  0.194
H (0.746479, -0.098464, -1.452943)  -0.024

Forces on atoms 1 to 6 (eV/Å):
S -1.74 -1.83 3.16
F -0.72 0.74 -1.39
O -0.56 0.60 -0.68
O 0.33 1.35 0.11
C 3.68 -1.15 -0.40
H -1.19 0.21 -0.31


Here is a 2-piece molecular cluster, CH3FOS overall from the Open Molecules 2025 dataset. Energies are from ωB97M-V with the def2-TZVPD basis set.

Values from the calculation:
Highest occupied orbital energy (eV): -9.95
Charge: 0
Energy above the lowest of the compared OMol25 structures with the same formula, charge and spin (kJ/mol): 219.18
Max |F| (eV/Å): 2.9
SMILES: C=O.FS
E_LUMO (eV): -0.437

Each line ends with the natural charge from an NBO analysis.
CARTESIAN COORDINATES (ANGSTROEM)
S (1.522339, 0.454668, -1.912464)  0.372
F (1.765339, 0.222152, -3.558668)  -0.490
O (-1.709428, 0.478299, 1.734877)  -0.479
C (-0.997061, -0.477320, 1.931531)  0.291
H (0.727478, 1.483645, -2.375866)  0.119
H (-0.906216, -1.339850, 1.352710)  0.096
H (-0.402451, -0.821594, 2.827879)  0.092

Forces on atoms 1 to 6 (eV/Å):
S -0.74 1.05 -2.31
F 0.45 -0.62 0.94
O 1.13 -0.75 0.38
C -0.44 0.22 1.81
H 0.27 -0.43 1.39
H -0.38 -1.27 -2.62


Here is a 2-piece molecular cluster, CH3FOS overall from the Open Molecules 2025 dataset. Energies are from ωB97M-V with the def2-TZVPD basis set.

Values from the calculation:
Highest occupied orbital energy (eV): -10.53
Charge: 0
Energy above the lowest of the compared OMol25 structures with the same formula, charge and spin (kJ/mol): 82.20
Max |F| (eV/Å): 1.7
E_LUMO (eV): -0.786

Each line ends with the natural charge from an NBO analysis.
CARTESIAN COORDINATES (ANGSTROEM)
S (-0.488834, 0.922843, -0.110269)  1.193
F (3.409556, -0.241922, -0.168976)  -0.588
O (0.686841, 0.302702, 0.526031)  -0.950
C (-1.754207, -0.095969, -0.118807)  -0.708
H (-1.744628, -1.077790, 0.315814)  0.243
H (-2.646886, 0.251608, -0.603330)  0.232
H (2.538158, -0.061470, 0.159536)  0.578

Forces on atoms 1 to 6 (eV/Å):
S -0.90 -1.41 0.10
F -0.77 0.16 0.32
O 0.26 0.26 0.02
C 0.86 1.10 -0.16
H 0.23 -0.24 0.13
H -0.25 0.24 -0.10


Here is an isolated molecule of CH3FP2 from the Open Molecules 2025 dataset. Energies are from ωB97M-V with the def2-TZVPD basis set.

Values from the calculation:
Highest occupied orbital energy (eV): -9.21
Charge: 0
Energy above the lowest of the compared OMol25 structures with the same formula, charge and spin (kJ/mol): 157.70
Max |F| (eV/Å): 3.0
SMILES: [H]/P=C(/F)P
E_LUMO (eV): 0.224

Each line ends with the natural charge from an NBO analysis.
CARTESIAN COORDINATES (ANGSTROEM)
P (-0.921041, 0.441476, 1.070317)  0.238
P (1.793950, -0.123118, -0.845883)  0.266
F (-0.723021, 0.233356, -1.748640)  -0.345
C (0.122144, 0.185175, -0.720110)  -0.126
H (2.269260, 0.014917, 0.516222)  -0.019
H (-0.332550, -0.761896, 1.205286)  -0.010
H (-2.208744, 0.010090, 0.522808)  -0.004

Forces on atoms 1 to 6 (eV/Å):
P 0.45 1.02 -2.81
P -0.53 0.21 -0.63
F 0.60 -0.16 -0.27
C -0.51 0.72 2.78
H -0.97 -0.01 -0.34
H -0.01 -1.73 0.96


Here is a 2-piece molecular cluster, CH3FS overall from the Open Molecules 2025 dataset. Energies are from ωB97M-V with the def2-TZVPD basis set.

Values from the calculation:
Highest occupied orbital energy (eV): -9.37
Charge: 0
Energy above the lowest of the compared OMol25 structures with the same formula, charge and spin (kJ/mol): 273.38
Max |F| (eV/Å): 3.9
E_LUMO (eV): -0.163

Each line ends with the natural charge from an NBO analysis.
CARTESIAN COORDINATES (ANGSTROEM)
S (-1.502756, 0.507058, 0.048154)  0.038
F (1.018416, 1.299370, -0.090756)  -0.360
C (0.188043, 0.373081, 0.410219)  -0.032
H (-1.225734, 0.371515, -1.239000)  0.130
H (0.771842, -0.983652, -0.670250)  0.030
H (0.249834, 0.321524, 1.539554)  0.193

Cartesian forces, eV/Å:
S -0.36 0.28 -0.31
F -0.04 0.64 0.14
C 1.34 -2.90 -0.73
H -0.54 0.06 -0.54
H -1.08 2.41 2.83
H 0.68 -0.49 -1.38


Here is CH3HgLiO as an isolated structure from the Open Molecules 2025 dataset. Energies are from ωB97M-V with the def2-TZVPD basis set.

Values from the calculation:
Highest occupied orbital energy (spin up / spin down) (eV): -6.03 / -6.85
Charge: 0
2S+1: 3
Energy above the lowest of the compared OMol25 structures with the same formula, charge and spin (kJ/mol): 5.03
Max |F| (eV/Å): 3.2
E_LUMO (spin up / spin down) (eV): -0.896 / -2.227

Each line ends with the natural charge from an NBO analysis.
CARTESIAN COORDINATES (ANGSTROEM)
Hg (-2.372004, -0.541715, 0.812701)  0.035
O (-0.254210, -0.065690, 0.618493)  -1.077
C (0.677752, -0.957734, 0.256855)  -0.144
Li (0.353985, 1.494829, 1.405489)  0.932
H (0.358747, -1.918773, -0.167584)  0.134
H (1.668697, -0.915956, 0.728650)  0.100
H (0.535389, 3.241187, -0.207247)  0.019

Forces on atoms 1 to 6 (eV/Å):
Hg -2.57 -0.49 0.27
O 2.91 1.30 0.18
C 0.24 -0.28 0.00
Li -0.45 -0.84 -0.43
H 0.08 0.38 0.12
H -0.21 -0.08 -0.13


Here is a 2-piece molecular cluster, CH3I2O2P overall from the Open Molecules 2025 dataset. Energies are from ωB97M-V with the def2-TZVPD basis set.

Values from the calculation:
Highest occupied orbital energy (spin up / spin down) (eV): -9.35 / -8.89
Charge: 0
Energy above the lowest of the compared OMol25 structures with the same formula, charge and spin (kJ/mol): 602.16
Max |F| (eV/Å): 2.4
E_LUMO (spin up / spin down) (eV): -2.498 / -1.372

Each line ends with the natural charge from an NBO analysis.
CARTESIAN COORDINATES (ANGSTROEM)
I (1.668434, -2.969117, -0.265773)  0.002
I (2.399287, 0.831594, -0.495464)  -0.090
P (0.900361, -0.841221, 0.332137)  0.887
O (-0.336339, -0.540625, -0.641534)  -0.843
O (-0.475377, -0.265408, 2.541754)  -0.286
C (-0.907581, 0.733995, -0.384436)  -0.301
H (-1.549759, 0.616981, 0.565205)  0.224
H (-0.081796, 1.520640, -0.488255)  0.202
H (-1.617229, 0.913165, -1.163631)  0.206

Forces on atoms 1 to 6 (eV/Å):
I 0.25 -0.78 -0.52
I 1.25 0.28 -0.25
P -1.21 0.87 1.86
O 0.32 -0.88 -0.33
O 0.58 -0.24 -0.84
C -0.78 0.65 0.93